1.
The following is a quantum chemistry calculation of 4 unconnected molecules or ions with the total composition C9H19BBrClO12S3, from the OMol25 dataset.

Structure (XYZ):
```
46
Properties=species:S:1:pos:R:3
C 0.16798 -0.55060 -0.68345
C -0.87864 0.34893 -0.03376
C -2.04044 0.65328 -0.99565
Cl -2.29720 2.43545 -1.11357
B -3.41423 0.00220 -0.66512
Br -3.48968 -1.69163 0.22688
H -0.31002 -1.28591 -1.33288
H 0.73026 -1.09779 0.06903
H 0.83039 0.04887 -1.30031
H -0.39828 1.29731 0.19771
H -1.23209 -0.05778 0.90713
H -1.73938 0.29914 -1.98240
H -4.44626 0.49092 -0.96858
O -1.56373 -0.95992 -4.40804
S -0.61716 -0.57486 -5.39081
O -0.21291 -1.45848 -6.41661
O 0.66369 -0.00693 -4.63127
C 0.94880 1.33834 -5.04834
C -0.41153 1.89943 -5.41171
O -1.07568 0.79868 -6.05635
H 1.61820 1.30594 -5.90918
H 1.42354 1.86700 -4.22661
H -0.35653 2.73417 -6.10350
H -0.98047 2.18688 -4.52510
O 2.84619 1.40215 -0.71076
S 3.55812 1.61193 0.49675
O 4.06379 2.89055 0.82578
O 4.72113 0.52495 0.58025
C 4.61545 -0.23279 1.79824
C 3.12967 -0.24750 2.09109
O 2.70457 1.07791 1.72859
H 5.17995 0.27648 2.58040
H 5.02447 -1.22409 1.62730
H 2.89296 -0.41418 3.13532
H 2.60182 -0.97320 1.47125
O -0.72261 0.69091 5.28927
S -0.71103 -0.59127 4.69555
O 0.50197 -1.16598 4.23880
O -1.79427 -0.61958 3.52810
C -2.73564 -1.68535 3.73301
C -2.79345 -1.83058 5.23934
O -1.42679 -1.64919 5.64735
H -2.35456 -2.58868 3.25462
H -3.68526 -1.40468 3.29029
H -3.12595 -2.81281 5.56022
H -3.40916 -1.05768 5.70172
```

- SMILES string: CC[C@H](Cl)BBr.O=S1(=O)OCCO1.O=S1(=O)OCCO1.O=S1(=O)OCCO1
- Lowest unoccupied orbital energy: 0.02 eV
- 2S+1: 1
- Energy above the lowest of the compared OMol25 structures with the same formula, charge and spin: 0.099 eV

---

2.
The following is a quantum chemistry calculation of a molecular structure, C9H19BeClNO5, from the OMol25 dataset.

Structure (XYZ):
```
36
Properties=species:S:1:pos:R:3
Be 8.13693 0.52061 9.28556
Cl 3.95913 -3.54284 6.23324
O 2.81673 -2.82801 5.67371
O 4.60677 -2.71788 7.19813
O 3.37628 -4.67310 6.95303
O 4.91560 -3.98986 5.27918
C -0.34182 -1.76185 0.08799
C -0.73358 -0.72068 -1.05119
C -2.24254 -0.76832 -1.11164
C -2.95876 0.54048 -1.69027
C -2.32095 1.88018 -1.21108
C -0.76038 1.82793 -1.29008
N -0.28434 0.62226 -0.56694
O 1.10268 0.66323 -0.52111
C -0.27725 2.08650 -2.80238
C -0.33950 3.12399 -0.65901
C -0.16422 -1.22357 -2.39410
H -0.55924 -1.46655 1.11445
H 0.73977 -1.84434 -0.01906
H -0.83317 -2.72511 -0.04903
H -2.66167 -1.61322 -1.65806
H -2.56004 -0.96647 -0.08791
H -4.01854 0.44814 -1.45269
H -2.97575 0.56479 -2.77987
H -2.67547 2.03968 -0.19276
H -2.80150 2.76154 -1.63578
H -0.91438 1.54681 -3.50303
H -0.28006 3.08444 -3.24080
H 0.76015 1.75423 -2.84095
H 0.67880 3.45819 -0.85768
H -1.03708 3.90544 -0.96037
H -0.49813 3.11365 0.41934
H -0.48029 -2.25678 -2.53792
H 0.90429 -1.18083 -2.60518
H -0.69779 -0.66772 -3.16510
H 1.41922 1.00489 -1.36056
```

- Net charge: +1
- Lowest unoccupied orbital energy: -10.03 eV
- 2S+1: 1

---

3.
The following is a quantum chemistry calculation of a molecular structure, C9H19Br2CaCl4FNNaO5P3, from the OMol25 dataset.

Structure (XYZ):
```
46
Properties=species:S:1:pos:R:3
C -0.14373 0.54963 2.94809
P -0.94422 0.22547 1.29781
O -2.57268 -0.10730 1.67224
C -0.25888 -1.25479 0.45532
C 0.17875 -1.04921 -0.95946
C 0.68847 -2.18750 -1.72034
N 0.79174 -3.46250 -1.17094
C 0.43047 -3.68763 0.19310
C -0.09830 -2.60799 1.01841
P -0.56668 -2.94353 2.79472
P 1.39312 -2.91580 3.80945
O 1.98388 -1.53190 3.78687
O 2.37023 -3.87517 2.83074
O 1.27368 -3.46781 5.34305
H 0.97796 0.74264 2.88214
H -0.38293 -0.22631 3.73577
H -0.61693 1.52474 3.33994
H -2.52903 -0.70717 2.45039
H 0.08274 -0.02267 -1.37345
H 0.98850 -2.00010 -2.82296
H 1.13730 -4.20721 -1.77896
H 0.54116 -4.72708 0.57204
H -1.11036 -4.25954 2.78629
H 2.43267 -3.33766 2.01012
H 1.24673 -4.44786 5.30845
C -1.82653 3.73930 0.19580
Cl -0.73933 3.06384 1.37752
Cl -1.54175 2.98041 -1.44319
H -2.85546 3.54852 0.49376
H -1.65228 4.81189 0.12406
C 3.00452 -3.14232 -5.30817
Cl 2.12865 -3.03552 -3.76287
Cl 1.93969 -2.78625 -6.66552
H 3.81958 -2.42398 -5.29825
H 3.39901 -4.14890 -5.42046
C -2.30131 6.25815 -3.78899
O -2.37320 4.82873 -3.77418
H -2.53636 6.60154 -4.78835
H -3.05732 6.68440 -3.04715
H -1.29592 6.57972 -3.52184
H -2.15988 4.53801 -2.87957
F 3.65973 -4.16794 4.97194
Ca -0.14302 1.32411 -1.99520
Br -3.15526 8.31132 -3.38599
Br -0.57501 4.73771 3.56258
Na 0.96777 1.68153 4.94529
```

- Net charge: +1
- Lowest unoccupied orbital energy: -6.59 eV
- 2S+1: 1

---

4.
The following is a quantum chemistry calculation of 2 unconnected molecules or ions with the total composition C9H19ClNO2S, from the OMol25 dataset.

Structure (XYZ):
```
33
Properties=species:S:1:pos:R:3
C 1.33862 2.10015 3.51218
C 0.40831 1.96796 2.32645
O 0.58728 0.75010 1.64748
C -0.32663 0.65548 0.61305
C -0.32301 -0.56379 -0.08219
S -1.46826 -0.97698 -1.38296
C -1.28438 0.52543 -2.39308
C -0.31352 -2.01668 -2.30756
O -1.10532 1.56883 0.31618
H 1.15534 3.01020 4.08563
H 1.22468 1.24693 4.18033
H 2.37604 2.11243 3.17935
H -0.64777 2.00427 2.62825
H 0.56340 2.77230 1.59390
H 0.38965 -1.30565 0.21990
H -1.99635 1.26611 -2.04168
H -0.28486 0.94501 -2.31308
H -1.49558 0.30481 -3.43686
H -0.09890 -2.92462 -1.74882
H -0.75623 -2.29185 -3.25904
H 0.62248 -1.49576 -2.49385
C -0.37077 5.06425 -0.83983
N -1.81744 5.17492 -0.63786
C -2.35533 6.21646 0.22255
C -2.63662 4.12226 -1.01834
Cl -4.35308 4.16796 -0.80333
H 0.15394 5.85826 -0.31109
H -0.01703 4.10116 -0.47252
H -0.13658 5.13191 -1.90158
H -1.58306 6.93370 0.48995
H -3.16123 6.73937 -0.28404
H -2.75320 5.77195 1.13055
H -2.19060 3.24339 -1.42888
```

- Net charge: +1
- Lowest unoccupied orbital energy: -4.97 eV
- 2S+1: 1
- Energy above the lowest of the compared OMol25 structures with the same formula, charge and spin: 0.914 eV

---

Result set for E: -5510.7887 -1259.2652 -9737.1787 -1417.5928 hartree, one per record in the order listed.
Result set for highest occupied orbital energy: -10.4 -11.4 -8.2 -10.0 eV, one per record in the order listed.
Result set for HOMO-LUMO gap: 10.40 1.35 1.61 5.07 eV, one per record in the order listed.